Molecular formula: C95H181N14O25
Method: DFT, ωB97M-V/def2-TZVPD

Charge = +9
Max |F| = 4.33 eV Å⁻¹
Spin multiplicity = 1
DFT total energy = -173399.2130 eV

The geometry in XYZ format:
```
315
Properties=species:S:1:pos:R:3:forces:R:3:lowdin_charge:R:1
C 11.834 25.259 36.321 0.4 -0.4 0.6 0.0421
N 12.159 23.873 35.929 -1.1 0.1 0.3 -0.0539
C 11.300 22.850 36.101 -0.3 -0.3 1.2 0.0020
C 11.613 21.527 35.853 0.1 0.8 -0.5 0.0662
C 12.872 21.279 35.306 -0.6 -0.9 0.5 -0.1161
C 13.728 22.341 35.208 1.8 -0.4 -0.6 0.0330
C 13.352 23.623 35.468 1.2 0.3 -0.7 -0.0139
C 13.323 19.880 35.039 0.5 0.0 1.0 -0.0949
C 14.072 19.517 33.938 -0.7 -0.2 -1.2 0.0532
C 14.512 18.205 33.766 0.7 2.0 -0.8 0.0195
N 14.359 17.364 34.745 0.1 -0.3 0.8 -0.0681
C 13.710 17.694 35.865 0.2 0.4 0.4 0.0282
C 13.169 18.926 36.065 0.2 0.6 -1.3 0.0816
C 14.817 16.005 34.612 0.4 -1.2 0.0 -0.0017
H 10.815 25.394 36.026 -0.4 0.7 -0.4 0.0682
H 12.564 25.911 35.811 -0.8 -0.2 0.2 0.0950
H 11.861 25.325 37.422 0.3 -0.2 -0.4 0.1110
H 10.401 23.073 36.650 -0.2 0.3 -0.1 0.1408
H 10.903 20.749 36.124 -0.1 -0.1 -0.1 0.0941
H 14.786 22.192 34.996 -0.3 -0.1 -0.4 0.1368
H 14.000 24.449 35.212 0.0 0.2 0.3 0.1432
H 14.173 20.180 33.091 0.3 0.2 0.0 0.1183
H 15.119 17.902 32.913 -0.4 0.0 0.2 0.1296
H 13.796 16.948 36.605 -0.4 -0.6 0.8 0.1401
H 12.704 19.208 36.971 -0.5 0.0 0.9 0.1122
H 15.695 15.850 33.994 -0.2 0.6 -0.2 0.1023
H 13.976 15.485 34.208 -0.3 -0.7 -0.5 0.1171
H 15.064 15.497 35.542 -0.1 0.6 0.3 0.1146
C 11.581 20.124 47.267 -0.7 0.0 1.5 0.0422
N 10.849 20.180 45.972 -0.7 -0.1 0.0 -0.0788
C 9.510 19.914 45.892 0.4 -0.7 0.5 0.0347
C 8.874 19.785 44.676 0.6 0.3 -0.2 0.0458
C 9.606 19.946 43.484 0.4 0.3 -0.7 -0.1027
C 10.958 20.261 43.582 0.4 -0.2 1.3 0.0611
C 11.549 20.391 44.856 -0.8 -0.2 -1.5 0.0276
C 9.016 19.882 42.089 0.2 0.7 0.2 -0.0952
C 9.790 20.068 40.911 -1.2 -0.5 -0.1 0.0715
C 9.176 20.005 39.653 -0.4 0.9 1.5 0.0598
N 7.819 19.918 39.557 0.5 -0.4 0.9 -0.0429
C 7.085 19.808 40.685 -0.8 -0.1 0.4 0.0037
C 7.625 19.812 41.954 0.4 -0.8 -0.4 0.0264
C 7.159 19.812 38.254 -0.2 0.6 -0.5 0.0235
H 12.498 19.561 47.107 0.1 0.3 0.0 0.1076
H 10.986 19.527 48.017 0.4 0.7 -0.9 0.1290
H 11.761 21.141 47.710 -0.1 -0.9 -0.7 0.1353
H 8.995 19.651 46.832 0.4 0.5 -0.5 0.1671
H 7.827 19.542 44.687 -0.1 -0.1 0.0 0.1225
H 11.595 20.327 42.701 -0.1 0.2 0.4 0.1273
H 12.586 20.635 44.947 0.4 0.0 0.2 0.1499
H 10.853 20.261 40.840 0.1 -0.1 0.2 0.1011
H 9.787 20.185 38.789 -0.1 -0.3 -0.7 0.1160
H 5.995 19.684 40.633 0.6 0.1 -0.6 0.1586
H 6.947 19.614 42.793 0.4 0.3 -0.4 0.1311
H 7.323 18.848 37.822 0.0 -0.7 0.1 0.0873
H 7.642 20.473 37.543 0.0 0.2 0.1 0.0983
H 6.090 20.012 38.326 0.2 0.1 0.3 0.1155
C 20.700 15.996 31.176 -1.3 0.2 -1.2 0.0452
N 20.523 14.549 31.429 0.0 -0.5 0.6 -0.0686
C 19.756 14.105 32.435 -0.6 0.1 0.9 0.0315
C 19.693 12.762 32.782 0.0 -0.1 -0.5 0.0618
C 20.488 11.844 32.087 0.1 -0.4 0.2 -0.0744
C 21.298 12.329 31.026 -1.4 -0.7 1.3 0.0513
C 21.267 13.656 30.741 0.4 0.3 -0.8 0.0101
C 20.556 10.372 32.458 0.7 0.1 -0.6 -0.0735
C 21.688 9.631 32.042 -0.9 1.6 0.2 0.0444
C 21.796 8.309 32.264 0.1 -1.1 0.7 0.0314
N 20.876 7.639 32.994 1.0 0.9 -0.1 -0.0568
C 19.826 8.333 33.414 -1.3 -1.0 0.7 0.0001
C 19.602 9.644 33.156 -0.2 1.9 -0.8 0.0401
C 21.113 6.223 33.308 0.1 -1.0 -0.8 0.0549
H 19.908 16.582 31.696 0.7 -0.5 -0.1 0.0857
H 20.594 16.185 30.076 0.1 -0.3 1.0 0.1273
H 21.700 16.223 31.477 0.5 0.5 0.3 0.1044
H 19.178 14.804 33.069 0.4 0.0 -0.9 0.1631
H 18.963 12.507 33.552 0.4 -0.1 -0.1 0.1376
H 21.832 11.631 30.412 0.4 0.1 -0.3 0.1291
H 21.862 13.998 29.905 -0.1 0.5 0.1 0.1606
H 22.505 10.139 31.597 0.6 0.1 -0.5 0.1225
H 22.636 7.736 31.931 0.4 -0.2 -0.1 0.1622
H 19.009 7.881 33.944 0.3 -1.0 0.3 0.1551
H 18.633 10.067 33.424 0.4 -0.1 0.1 0.1433
H 20.193 5.869 33.749 0.0 -0.4 0.1 0.1039
H 21.994 5.969 33.935 -0.6 0.9 -0.1 0.1369
H 21.305 5.729 32.336 -0.4 0.0 0.5 0.1294
C 8.064 30.356 32.966 -0.2 -0.3 -0.4 -0.0688
C 8.027 28.913 33.510 -0.9 0.2 -0.3 -0.2105
C 8.010 28.071 32.244 1.2 0.8 0.9 -0.1636
N 7.998 26.604 32.394 0.1 -0.4 1.0 -0.2528
C 8.385 26.008 31.129 -1.9 -1.1 -1.0 -0.0007
C 6.610 26.144 32.910 0.7 -0.6 -2.1 -0.0459
C 6.932 25.154 33.963 -0.6 -0.2 1.2 -0.1501
C 8.209 25.669 34.582 -0.4 1.0 0.3 -0.1452
C 9.005 26.045 33.391 0.3 0.3 -0.7 -0.1236
H 7.362 30.463 32.123 -0.2 0.0 0.6 0.0939
H 9.001 30.548 32.465 0.6 0.2 0.2 0.0747
H 7.863 31.126 33.703 0.0 0.0 0.0 0.0890
H 7.118 28.770 34.113 0.2 0.0 -0.1 0.1179
H 8.890 28.632 34.109 0.1 0.3 0.2 0.1045
H 8.964 28.294 31.788 0.2 0.1 -0.6 0.1332
H 7.218 28.422 31.604 -0.4 -0.4 -0.4 0.1464
H 9.375 26.218 30.793 0.7 0.4 0.2 0.1099
H 7.666 26.364 30.424 -0.2 0.2 -0.9 0.1147
H 8.223 24.939 31.219 0.2 -0.2 -0.1 0.1210
H 6.090 25.680 32.060 0.0 0.4 0.2 0.1528
H 6.073 27.018 33.257 0.0 0.0 0.1 0.1380
H 7.018 24.112 33.709 0.3 -0.3 -1.0 0.1277
H 6.073 25.148 34.595 -0.4 0.0 1.1 0.1236
H 8.762 24.926 35.099 0.2 -0.6 1.0 0.0944
H 8.010 26.572 35.180 0.1 -0.5 0.2 0.1336
H 9.514 25.182 32.953 -0.4 0.1 -0.1 0.1364
H 9.792 26.754 33.517 0.5 0.6 0.3 0.1023
C 19.569 33.045 33.004 0.0 -1.0 -0.4 -0.0651
C 18.127 32.698 33.210 -1.6 0.9 0.1 -0.2522
C 17.922 31.231 33.322 0.4 -0.9 -0.8 -0.1473
N 16.506 30.734 33.279 0.1 -0.5 0.1 -0.2826
C 15.936 30.966 31.955 -0.7 -0.2 -1.1 0.0073
C 15.717 31.320 34.376 -0.7 0.7 0.4 -0.1103
C 15.899 30.441 35.582 -1.0 -0.8 -0.6 -0.1291
C 16.014 29.046 34.990 -0.7 -1.0 -1.8 -0.1118
C 16.427 29.220 33.472 0.6 0.8 2.1 -0.0587
H 20.159 32.910 33.900 0.2 -0.3 0.2 0.0883
H 19.585 34.089 32.787 0.5 0.6 -0.6 0.0872
H 19.915 32.383 32.183 0.4 0.9 0.3 0.1015
H 17.514 33.147 32.391 0.4 -0.4 0.5 0.1377
H 17.779 33.141 34.141 -0.1 0.4 0.0 0.1149
H 18.422 30.866 34.204 -0.1 -0.3 0.5 0.1464
H 18.366 30.729 32.473 0.4 -0.1 -0.2 0.1300
H 16.659 30.598 31.212 -0.3 0.3 0.2 0.1293
H 15.705 32.009 31.796 0.1 0.2 -0.1 0.1134
H 15.017 30.349 31.871 0.4 0.7 0.0 0.1151
H 14.697 31.356 34.017 -0.4 -0.1 0.2 0.1450
H 16.008 32.334 34.613 0.1 0.2 -0.4 0.1333
H 15.026 30.561 36.234 0.5 -0.1 0.1 0.1367
H 16.802 30.662 36.088 0.8 0.5 0.8 0.1074
H 15.047 28.526 34.890 0.3 0.1 0.6 0.1111
H 16.723 28.381 35.471 -0.1 0.0 0.3 0.1105
H 15.715 28.777 32.786 0.0 0.0 0.0 0.1041
H 17.431 28.891 33.290 0.4 -0.6 -0.3 0.1175
C 4.421 10.131 32.740 -1.2 1.0 -1.0 -0.0829
C 5.339 11.311 33.042 1.3 -0.2 0.8 -0.2029
C 6.806 10.781 32.987 -0.4 -1.0 -0.7 -0.1392
N 7.914 11.626 33.566 -1.6 0.8 1.2 -0.2712
C 7.688 11.551 35.061 -0.7 -0.3 -0.5 0.0344
C 7.759 13.047 33.050 -0.7 -0.1 -1.2 -0.0986
C 9.148 13.613 32.775 0.0 -0.6 -0.2 -0.1255
C 10.156 12.547 33.269 -0.8 0.5 1.4 -0.1233
C 9.319 11.264 33.172 0.4 -0.3 -0.7 -0.0871
H 3.387 10.472 32.795 0.0 0.1 -0.1 0.0922
H 4.416 9.250 33.329 0.7 -0.6 1.2 0.0737
H 4.531 9.763 31.724 0.2 0.2 -0.3 0.0910
H 5.237 11.687 34.072 -0.7 -0.1 -0.4 0.0961
H 5.132 12.153 32.351 0.3 -0.6 0.3 0.1241
H 7.080 10.573 31.971 0.2 0.0 -0.7 0.1285
H 6.816 9.792 33.478 0.2 0.5 0.1 0.1433
H 6.633 11.847 35.318 1.4 0.2 -0.3 0.1166
H 8.461 12.161 35.488 0.0 0.2 0.7 0.0939
H 7.744 10.488 35.322 0.4 0.3 0.1 0.1146
H 7.085 13.639 33.667 0.3 -0.2 0.5 0.1399
H 7.229 12.992 32.081 0.2 -0.3 0.5 0.1371
H 9.203 14.585 33.202 0.6 0.7 0.5 0.1039
H 9.187 13.735 31.697 0.5 0.0 -0.1 0.1211
H 10.435 12.692 34.350 -0.5 0.1 -0.8 0.1135
H 11.128 12.529 32.785 -0.2 -0.2 -0.5 0.1167
H 9.763 10.503 33.831 -0.7 -0.2 -0.5 0.1360
H 9.156 10.955 32.120 0.7 -0.2 0.6 0.1524
C 4.473 30.323 42.690 -0.2 0.1 -0.5 -0.0367
O 4.551 28.888 42.691 0.4 0.6 -0.4 -0.2163
C 4.068 28.326 43.863 0.9 -0.9 0.2 -0.2065
C 4.337 26.834 43.663 -1.4 0.1 0.3 -0.0955
N 5.715 26.706 43.174 -0.1 -1.6 -0.5 0.0414
H 5.778 27.198 42.293 0.3 0.9 -0.2 0.1542
H 6.328 27.127 43.870 0.3 0.1 -0.2 0.1918
C 6.098 25.274 42.862 2.2 1.5 0.4 -0.0608
C 7.574 25.303 42.420 0.2 0.0 -0.4 -0.1999
O 7.702 26.213 41.321 -0.4 -0.3 0.6 -0.1987
C 8.740 25.951 40.380 -0.4 0.2 -0.9 -0.0809
H 4.563 30.766 43.694 -0.1 -0.3 -0.3 0.1084
H 3.524 30.561 42.216 -0.1 0.5 0.3 0.1018
H 5.274 30.697 42.052 0.0 -0.1 0.1 0.0940
H 3.023 28.508 44.039 -0.5 0.1 0.2 0.1442
H 4.686 28.689 44.689 -0.3 0.1 0.4 0.1386
H 3.611 26.410 42.933 0.7 0.2 0.4 0.1620
H 4.315 26.259 44.582 -0.4 0.0 0.2 0.1405
H 5.572 25.029 41.961 -1.0 -0.7 0.1 0.1369
H 6.014 24.692 43.792 -0.5 -0.1 -0.7 0.1495
H 7.860 24.300 42.114 -0.1 -0.3 -0.2 0.1138
H 8.245 25.521 43.260 0.0 0.5 -0.1 0.1331
H 8.588 26.598 39.489 -0.3 -0.2 0.7 0.0962
H 8.660 24.913 39.990 0.5 0.4 0.6 0.0945
H 9.712 26.255 40.766 0.1 -0.6 0.2 0.0942
C 13.098 27.769 25.717 0.4 -0.8 -1.7 -0.0646
O 13.109 27.092 26.948 -0.2 -0.5 0.2 -0.1844
C 13.735 27.789 27.973 0.1 0.8 0.2 -0.2085
C 13.853 26.879 29.182 0.5 -0.1 -0.7 -0.0974
N 14.066 25.527 28.623 -0.3 -1.5 0.4 0.0506
H 13.329 25.232 27.919 0.6 0.6 1.0 0.1853
H 14.920 25.564 28.078 0.3 -0.1 -0.2 0.1797
C 14.206 24.438 29.713 -1.1 1.6 -1.1 -0.0670
C 14.008 23.118 29.018 0.8 1.2 1.1 -0.2313
O 12.782 23.332 28.368 -0.2 -1.7 -0.1 -0.1970
C 12.281 22.067 27.861 -0.1 0.5 -0.3 -0.0329
H 13.017 27.023 24.913 -0.1 0.2 0.4 0.1138
H 13.986 28.334 25.506 1.0 0.0 0.3 0.0929
H 12.333 28.485 25.572 -1.4 0.6 0.4 0.0874
H 13.176 28.683 28.208 -0.2 0.4 0.3 0.1371
H 14.722 28.126 27.660 0.3 0.0 -0.2 0.1340
H 13.002 26.861 29.826 -0.6 0.0 0.2 0.1042
H 14.732 27.106 29.796 -0.3 0.1 -0.1 0.1422
H 13.393 24.633 30.413 0.0 -0.1 0.0 0.1357
H 15.120 24.668 30.203 0.9 -0.3 0.5 0.1110
H 14.065 22.369 29.838 -0.5 -0.2 -0.8 0.1405
H 14.857 22.998 28.332 -0.3 -0.6 -0.2 0.1412
H 11.436 22.253 27.186 0.4 0.1 0.1 0.1067
H 11.926 21.453 28.683 0.1 -0.1 0.2 0.0879
H 13.105 21.573 27.343 -0.3 -0.2 -0.2 0.0977
C 17.550 25.179 32.656 1.1 0.6 -0.9 -0.1050
O 17.594 23.974 33.352 -1.0 -0.9 1.3 -0.1986
C 18.774 23.271 33.581 0.4 0.0 -1.7 -0.2001
C 19.263 22.437 32.376 0.2 -1.3 0.2 -0.0653
N 18.546 21.115 32.068 0.6 -0.1 1.2 0.0131
H 19.010 20.486 31.411 0.7 0.7 -0.2 0.1609
H 18.581 20.432 33.007 -0.1 0.4 0.1 0.1076
C 17.131 21.182 31.655 -0.2 -0.1 1.1 -0.1235
C 16.852 19.981 30.776 -0.2 -0.3 1.3 -0.2106
O 15.462 19.689 30.778 0.5 0.6 -0.3 -0.1888
C 15.303 18.402 30.251 -1.0 -1.4 -0.4 -0.1163
H 16.788 25.826 33.105 0.0 -0.3 -0.3 0.0659
H 17.336 24.979 31.584 -0.2 0.3 0.4 0.0821
H 18.536 25.692 32.657 -0.4 -0.2 0.2 0.1007
H 18.666 22.618 34.439 -0.3 -0.1 0.2 0.1230
H 19.637 23.927 33.755 -0.2 0.3 0.2 0.1298
H 20.291 22.214 32.675 0.0 -0.5 -0.4 0.1353
H 19.296 22.948 31.432 0.0 0.7 -0.2 0.1233
H 16.883 22.060 31.093 0.1 0.9 0.0 0.1157
H 16.629 21.185 32.638 -0.6 -0.1 -0.8 0.1360
H 17.357 19.130 31.258 0.2 0.0 -0.5 0.1023
H 17.227 20.211 29.771 -0.1 -0.4 -0.1 0.1456
H 15.911 18.179 29.359 -0.3 0.5 0.1 0.1076
H 14.234 18.212 30.049 0.5 0.4 -0.2 0.1082
H 15.582 17.632 30.969 0.3 -0.1 0.3 0.0705
C 17.385 23.702 38.754 1.3 2.0 -0.7 -0.0321
O 18.417 24.771 38.823 -0.3 -1.3 0.0 -0.1967
C 19.712 24.240 38.538 -0.8 -0.1 -0.3 -0.2385
C 20.621 25.399 38.426 1.2 0.9 0.2 -0.1035
N 21.034 25.831 39.813 0.1 1.0 0.0 0.0758
H 20.274 25.627 40.456 -0.1 -0.1 0.1 0.1720
H 21.879 25.348 40.121 0.0 -0.6 -0.3 0.1609
C 21.455 27.293 40.005 -2.8 0.4 -1.0 -0.0964
C 22.708 27.341 40.774 1.3 0.1 -0.1 -0.2007
O 23.629 26.502 40.026 -0.2 1.4 0.6 -0.2138
C 24.930 27.179 39.977 -0.7 -0.8 -0.1 -0.0273
H 17.588 22.989 39.520 0.5 -1.2 -0.1 0.0828
H 17.344 23.432 37.677 -0.2 -0.6 0.9 0.0990
H 16.471 24.127 39.100 -0.7 0.6 -0.3 0.0727
H 19.759 23.720 37.575 -0.3 -0.2 0.1 0.1295
H 20.060 23.558 39.327 -0.1 -0.1 -0.1 0.1423
H 20.167 26.205 37.850 -0.4 0.3 0.6 0.1404
H 21.540 25.235 37.880 0.3 -0.6 0.1 0.1445
H 20.548 27.821 40.409 1.1 -0.4 0.1 0.1603
H 21.547 27.681 38.991 0.5 0.0 0.1 0.1322
H 22.600 26.967 41.802 0.0 0.2 -0.1 0.1469
H 23.053 28.397 40.797 -0.2 -0.6 0.2 0.1490
H 25.549 26.572 39.353 0.5 -0.4 -0.3 0.0887
H 25.323 27.203 40.983 0.3 0.3 0.2 0.1027
H 24.834 28.155 39.510 -0.1 0.2 0.2 0.0975
C 12.464 12.772 37.318 -0.4 -0.1 -1.0 -0.0881
O 12.647 12.239 38.592 1.4 -0.2 1.2 -0.2012
C 11.524 12.098 39.387 -0.2 0.7 0.6 -0.2384
C 11.895 11.241 40.575 -0.6 -1.3 0.5 -0.0631
N 12.458 9.924 40.006 -1.5 2.3 -2.5 0.0727
H 13.004 10.324 39.171 -0.1 -0.8 1.2 0.1851
H 12.959 9.394 40.668 1.3 -0.3 0.8 0.1596
C 11.425 8.999 39.409 -0.3 -0.3 1.7 -0.0977
C 11.874 8.480 38.067 0.3 -0.2 0.8 -0.1810
O 12.023 9.658 37.308 0.3 -0.2 -0.5 -0.2075
C 12.639 9.504 36.033 -0.1 -0.3 -0.9 -0.0670
H 12.195 13.827 37.379 0.3 0.3 0.0 0.0882
H 11.572 12.287 36.875 0.4 -0.1 -0.2 0.0814
H 13.389 12.588 36.711 -0.9 0.3 0.5 0.0774
H 10.788 11.605 38.750 -0.7 0.1 0.3 0.1185
H 11.149 13.051 39.851 0.1 -0.5 -0.8 0.1530
H 10.991 11.078 41.242 1.1 -0.2 -0.8 0.1630
H 12.713 11.623 41.177 0.0 0.4 0.0 0.1356
H 10.451 9.461 39.448 -0.2 0.7 -0.7 0.1288
H 11.286 8.304 40.231 0.2 -1.1 -0.5 0.1453
H 11.167 7.704 37.723 0.1 0.6 -0.3 0.1529
H 12.854 7.998 38.199 -0.1 -0.1 -0.2 0.1417
H 11.876 9.243 35.271 0.5 -0.4 0.4 0.0984
H 13.554 8.890 35.975 -0.8 -0.7 0.5 0.1107
H 13.086 10.411 35.696 -0.2 1.4 0.2 0.0427
O 13.002 27.567 31.974 -0.2 0.6 -0.9 0.0508
C 13.254 26.568 32.852 0.4 -0.2 2.6 -0.8866
O 14.395 26.226 33.097 2.8 -0.3 -1.2 -0.0069
O 12.297 26.196 33.542 -2.7 -0.5 0.1 -0.0438
H 12.081 27.705 32.211 -0.4 0.5 -0.4 0.0942
O 7.925 18.602 35.840 -3.1 0.2 -0.6 0.0670
C 9.223 18.566 36.053 2.3 -2.0 -1.8 -0.8894
O 9.835 17.647 35.474 0.4 -0.3 0.0 -0.0313
O 9.683 19.466 36.733 0.9 2.1 2.1 -0.0509
H 7.774 17.932 35.166 -0.2 -0.2 0.0 0.1211
O 18.665 17.620 34.975 0.0 -2.7 1.2 0.1235
C 18.537 18.402 33.931 -0.2 1.4 -0.4 -0.8061
O 18.620 19.631 34.232 -0.1 1.6 -0.9 -0.0302
O 18.329 17.923 32.811 0.2 -0.4 0.0 -0.0111
H 18.768 18.080 35.819 0.1 0.4 -0.5 0.1298
O 14.546 12.591 32.982 1.8 2.4 1.4 0.0161
C 15.091 12.964 34.300 -0.2 -1.8 0.0 -0.7485
O 14.690 12.263 35.264 -0.5 0.1 -1.0 -0.0662
O 15.931 13.847 34.337 0.7 0.3 -0.9 -0.0506
H 14.067 11.844 33.243 -1.4 -1.9 0.3 0.0247
O 14.187 22.181 39.125 0.6 -0.9 -2.0 -0.0326
C 12.763 21.999 38.977 0.4 3.4 0.8 -0.8288
O 12.453 20.846 39.044 -1.5 -4.0 -0.3 -0.0084
O 12.013 23.013 38.912 1.4 -0.5 -0.2 -0.0569
H 14.591 21.345 38.678 -1.2 2.0 1.5 0.1244
```
Forces are in eV/Å.